Entry 1:
The following is a DFT calculation (ωB97M-V/def2-TZVPD) of a 2-piece molecular cluster, CH5BS overall.

The frontier orbital gap is 8.8 eV. Its HOMO energy is -8.35 eV. For the LUMO energy, the calculation gives 0.4380 eV.

Element x y z (Å)
1 B -0.70 0.53 -0.10
2 C 1.51 -0.64 0.01
3 S -2.20 -0.33 -0.14
4 H -0.72 1.68 -0.08
5 H 1.53 -0.27 1.05
6 H 1.86 -0.09 -0.88
7 H 1.60 -1.63 -0.12
8 H -2.89 0.75 0.28

These are the natural (NBO) partial charges, in e, on atoms 1 to 4: 0.24 -0.72 -0.14 -0.10

=====

Entry 2:
The following is a DFT calculation (ωB97M-V/def2-TZVPD) of a 2-piece molecular cluster, CH5Br4NSi2 overall.

The frontier orbital gap (alpha / beta) is 9.1 / 9.1 eV. Its HOMO energy (alpha / beta) is -9.28 / -9.28 eV. Its SMILES is Br[SiH](Br)Br.C/N=[SiH]/Br. For the LUMO energy (alpha / beta), the calculation gives -0.1380 / -0.1379 eV.

Element x y z (Å)
1 C -1.62 -0.45 1.13
2 N -0.51 0.38 0.62
3 Si 0.08 1.66 1.40
4 Si 1.29 -0.87 -2.00
5 Br 1.85 2.53 0.26
6 Br 0.13 1.01 -2.27
7 Br -0.12 -2.57 -1.48
8 Br 2.92 -1.29 -0.60
9 H -1.45 -1.53 0.96
10 H -1.98 -0.25 2.11
11 H -2.36 -0.13 0.42
12 H -0.29 2.39 2.63
13 H 2.05 -0.87 -3.18

These are the natural (NBO) partial charges, in e, on atoms 1 to 4: -0.42 -1.10 1.41 1.00

=====

Energy relative to the best compared isomer or geometry (same formula, charge and spin) values (in eV) by entry order: 3.300 2.282.
Calculated total energy values (in eV) by entry order: -12626.44572 -298536.05817.